The following is a quantum chemistry calculation of the ion C5H15N2 with charge +2, from the Open Molecules 2025 dataset.

CARTESIAN COORDINATES (ANGSTROEM)
N  -0.22472  2.03841  -2.06060
C  -1.37151  1.13728  -1.77644
C  -0.77682  -0.07401  -0.94428
N  -0.57347  0.41017  0.50209
C  -0.41443  -0.79947  1.37685
C  0.83244  -1.66410  1.23771
C  2.13805  -0.80656  1.34030
H  -1.38544  0.96185  0.78083
H  0.21005  2.06229  -3.00723
H  -0.69969  2.95671  -2.02824
H  -2.11043  1.59994  -1.11186
H  -1.90596  0.68507  -2.66209
H  -1.49805  -0.87581  -0.98082
H  0.15933  -0.33124  -1.43165
H  0.22629  1.03919  0.64799
H  -1.29236  -1.39064  1.09220
H  -0.50400  -0.65278  2.45939
H  0.88960  -2.26527  0.32826
H  0.94201  -2.28449  2.13958
H  2.41327  -0.39994  0.36282
H  2.97719  -1.36700  1.70299
H  1.96867  0.02040  2.03220

Output
* relative energy (zero: lowest compared OMol25 entry of this formula, charge and spin): 267.4 kJ/mol
* spin multiplicity: 2
* charge: +2
* gap between HOMO and LUMO (alpha / beta): 11.7 / 5.2 eV
* E_HOMO (alpha / beta): -19.1 / -19.1 eV
* total energy: -8387.5387 eV